{
  "formula": "C4H3NS",
  "method": "ωB97M-V/def2-TZVPD",
  "species": ["C", "C", "C", "C", "N", "S", "H", "H", "H"],
  "coordinates": [[1.4374, 0.5781, 1.4081], [1.5605, -0.3211, 2.3334], [-0.0383, 0.0795, 0.1345], [-0.8159, -0.0750, -1.1443], [0.8206, 1.0532, 0.2910], [0.0731, -1.1437, 1.4572], [-1.2303, -1.1251, -1.4767], [-0.2198, 0.2763, -1.9201], [-1.5874, 0.6779, -1.0831]],
  "nbo_charge": [0.2415, -0.3328, 0.1061, -0.6718, -0.4744, 0.4018, 0.2444, 0.2430, 0.2421],
  "charge": 0,
  "orbital_gap_ev": 8.73,
  "relative_energy_ev": 3.274,
  "homo_energy_ev": -9.73,
  "e_tot_ev": -16516.9756,
  "multiplicity": 1
}

{
  "formula": "C5H4N",
  "method": "ωB97M-V/def2-TZVPD",
  "species": ["C", "C", "C", "C", "C", "N", "H", "H", "H", "H"],
  "coordinates": [[-1.6396, 0.9938, -0.2386], [-0.2602, -0.7912, -0.0612], [-0.4592, 0.8166, 0.0904], [1.1309, -0.6133, -0.3720], [0.8899, 0.6100, 0.5081], [0.5979, -0.7110, 1.0333], [-2.6403, 0.6373, -0.5529], [-1.0807, -1.4094, -0.4203], [1.9929, -0.9384, -0.8934], [1.4685, 1.4057, 0.9066]],
  "nbo_charge": [0.1714, 0.0988, -0.0652, -0.0696, -0.0877, -0.2249, 0.2989, 0.2873, 0.2980, 0.2930],
  "charge": 1,
  "orbital_gap_ev": 9.31,
  "relative_energy_ev": 3.771,
  "homo_energy_ev": -15.83,
  "e_tot_ev": -6724.5694,
  "multiplicity": 1
}

{
  "formula": "C41H59NO3S",
  "method": "ωB97M-V/def2-TZVPD",
  "species": ["C", "C", "C", "C", "C", "C", "C", "C", "C", "C", "C", "C", "C", "O", "S", "O", "O", "C", "C", "N", "C", "C", "H", "H", "H", "H", "H", "H", "H", "H", "H", "H", "H", "H", "H", "H", "H", "H", "H", "H", "H", "H", "H", "H", "H", "H", "H", "H", "H", "H", "H", "H", "H", "H", "H", "H", "H", "C", "C", "C", "C", "C", "C", "H", "H", "H", "H", "H", "H", "C", "C", "C", "C", "C", "C", "H", "H", "H", "H", "H", "H", "C", "C", "C", "C", "C", "C", "H", "H", "H", "H", "H", "H", "C", "C", "C", "C", "C", "C", "H", "H", "H", "H", "H", "H"],
  "coordinates": [[-2.9655, 2.1961, 1.5998], [-1.8318, 1.1119, 1.7594], [-1.9537, 0.2594, 3.0713], [-2.1492, -1.2662, 2.8280], [-0.9144, -2.0129, 2.2092], [0.4861, -1.5780, 2.7713], [1.5870, -2.2115, 1.8239], [2.4196, -1.1515, 0.9984], [3.0815, -1.8466, -0.2482], [2.4906, -1.4753, -1.6501], [0.9359, -1.4925, -1.7492], [0.2010, -0.1798, -1.3133], [-1.1523, -0.1095, -2.1190], [-0.9762, -0.0350, -3.5442], [-0.2833, 1.3987, -3.9516], [-1.1913, 2.5527, -3.7490], [0.0862, 1.3024, -5.3877], [1.2349, 1.5116, -2.9481], [1.0387, 1.1324, -1.4287], [0.3634, 2.1630, -0.6243], [1.1198, 3.4206, -0.5414], [2.3970, 3.3303, 0.3588], [-2.5025, 3.0804, 1.1094], [-3.3775, 2.5363, 2.5679], [-3.7578, 1.8321, 0.9130], [-0.8794, 1.6748, 1.8319], [-1.8699, 0.4533, 0.8704], [-2.8445, 0.6308, 3.6236], [-1.0800, 0.4636, 3.7250], [-3.0097, -1.3934, 2.1317], [-2.3916, -1.7408, 3.7993], [-1.0323, -3.0882, 2.4707], [-0.8827, -1.9765, 1.0970], [0.6042, -2.0675, 3.7645], [0.6146, -0.4859, 2.8763], [1.1491, -2.9846, 1.1620], [2.3238, -2.7242, 2.4840], [1.8643, -0.2179, 0.7868], [3.2576, -0.8573, 1.6739], [3.1230, -2.9446, -0.0714], [4.1472, -1.5154, -0.2683], [2.8600, -2.2609, -2.3521], [2.9736, -0.5360, -1.9836], [0.5832, -2.3090, -1.0722], [0.6233, -1.8097, -2.7674], [-0.1179, -0.3163, -0.2563], [-1.8086, 0.7110, -1.7475], [-1.6689, -1.0731, -1.9216], [1.9767, 0.8064, -3.3867], [1.6456, 2.5244, -3.1161], [2.0651, 1.0345, -1.0144], [-0.4928, 2.3874, -1.1380], [1.3737, 3.8894, -1.5192], [0.4496, 4.1502, -0.0279], [3.0993, 2.5259, 0.0581], [2.1762, 3.2036, 1.4341], [2.9486, 4.2862, 0.2043], [-1.4527, -6.6100, -1.3680], [-2.5046, -7.0964, -0.6012], [-3.3241, -6.2154, 0.0943], [-3.0891, -4.8475, 0.0263], [-2.0319, -4.3624, -0.7336], [-1.2144, -5.2423, -1.4319], [-0.8182, -7.2964, -1.9151], [-2.6868, -8.1631, -0.5459], [-4.1461, -6.5951, 0.6893], [-3.7290, -4.1600, 0.5665], [-1.8447, -3.2956, -0.7821], [-0.3913, -4.8627, -2.0261], [6.8120, 6.6930, -1.5392], [5.9977, 5.5686, -1.5935], [4.7559, 5.6392, -2.2126], [4.3255, 6.8355, -2.7741], [5.1362, 7.9622, -2.7120], [6.3799, 7.8909, -2.0961], [7.7827, 6.6365, -1.0622], [6.3314, 4.6365, -1.1534], [4.1219, 4.7612, -2.2576], [3.3582, 6.8897, -3.2589], [4.7991, 8.8964, -3.1446], [7.0127, 8.7687, -2.0497], [-5.6823, -10.6263, -0.7305], [-6.1438, -11.3054, 0.3906], [-6.8869, -10.6338, 1.3536], [-7.1653, -9.2812, 1.1977], [-6.6964, -8.6000, 0.0810], [-5.9562, -9.2724, -0.8841], [-5.1086, -11.1516, -1.4843], [-5.9248, -12.3592, 0.5135], [-7.2492, -11.1642, 2.2258], [-7.7467, -8.7580, 1.9471], [-6.9085, -7.5441, -0.0380], [-5.5925, -8.7416, -1.7557], [1.7232, 7.2312, 0.9989], [1.0453, 6.6725, 2.0764], [1.0944, 7.2850, 3.3225], [1.8252, 8.4546, 3.4928], [2.5103, 9.0082, 2.4179], [2.4583, 8.3977, 1.1708], [1.6797, 6.7568, 0.0252], [0.4774, 5.7586, 1.9445], [0.5633, 6.8512, 4.1611], [1.8618, 8.9338, 4.4634], [3.0847, 9.9168, 2.5520], [2.9907, 8.8304, 0.3323]],
  "mulliken_charge": [-1.3300, 1.2852, -0.9789, -1.1512, 0.5964, -0.7884, -1.0216, 0.0369, -1.2218, -0.7150, -0.5182, 2.9891, -0.8167, -0.4169, 1.2660, -0.6373, -0.7060, -0.9615, -1.6337, 0.4767, -0.2969, -1.0522, 0.2695, 0.4269, 0.3024, -0.0966, -0.5623, 0.4968, 0.3205, 0.2875, 0.3912, 0.5593, -0.6873, 0.4091, 0.3425, 0.4432, 0.4432, -0.1930, 0.5800, 0.3617, 0.4127, 0.4789, 0.2585, -0.2124, 0.7064, -1.7896, 0.4852, 0.3751, 0.4297, 0.3414, 0.2464, 0.4592, 0.2109, 0.2715, 0.2570, 0.2421, 0.3472, -0.4351, -0.4575, -0.4651, -0.5933, 0.1007, -0.5439, 0.3849, 0.4317, 0.4485, 0.3792, 0.2836, 0.4267, -0.3367, -0.5470, -0.0953, -0.4693, -0.4087, -0.4517, 0.3690, 0.3607, 0.4344, 0.3705, 0.3932, 0.3796, -0.4082, -0.3759, -0.3544, -0.4059, -0.3693, -0.3513, 0.3666, 0.3592, 0.3578, 0.3607, 0.4054, 0.4171, -0.2564, -0.2460, -0.5587, -0.3213, -0.4317, -0.4479, 0.4376, 0.3535, 0.3637, 0.3583, 0.3646, 0.4045],
  "charge": 0,
  "orbital_gap_ev": 9.89,
  "relative_energy_ev": 1.263,
  "homo_energy_ev": -9.45,
  "e_tot_ev": -61940.1902,
  "multiplicity": 1,
  "smiles": "CCCCCCCCCCC[C@@H]1COS(=O)(=O)C[C@H]1NCC.c1ccccc1.c1ccccc1.c1ccccc1.c1ccccc1"
}

{
  "formula": "C21H29N5O2",
  "method": "ωB97M-V/def2-TZVPD",
  "species": ["C", "C", "N", "C", "C", "N", "C", "C", "N", "C", "O", "C", "C", "C", "O", "N", "C", "C", "N", "C", "C", "C", "C", "C", "C", "C", "C", "C", "H", "H", "H", "H", "H", "H", "H", "H", "H", "H", "H", "H", "H", "H", "H", "H", "H", "H", "H", "H", "H", "H", "H", "H", "H", "H", "H", "H", "H"],
  "coordinates": [[-3.3828, -3.5288, 1.3437], [-3.4605, -2.0866, 0.8467], [-2.4540, -1.8174, -0.1462], [-2.5863, -2.0199, -1.4938], [-1.3816, -1.7075, -2.0458], [-0.5134, -1.3249, -1.0704], [-1.1797, -1.3975, 0.0573], [-0.6179, -1.0657, 1.3937], [0.7083, -0.5237, 1.2419], [1.1860, 0.3929, 2.1034], [0.5831, 0.7480, 3.0988], [2.5774, 0.9279, 1.7887], [3.2521, 0.4165, 0.5066], [3.7837, -0.9936, 0.7989], [4.3735, -1.2397, 1.8325], [3.6098, -1.9349, -0.1461], [2.9539, -1.7457, -1.4178], [3.0065, -0.2647, -1.7673], [2.3951, 0.4530, -0.6693], [1.9151, 1.7803, -1.0116], [0.7709, 1.7142, -2.0274], [-0.2491, 2.8428, -1.8100], [-1.1325, 2.5467, -0.6315], [-0.8545, 3.0464, 0.6338], [-1.6527, 2.7216, 1.7168], [-2.7582, 1.9083, 1.5415], [-3.0582, 1.4214, 0.2798], [-2.2439, 1.7281, -0.7939], [-4.1607, -3.7093, 2.0801], [-2.4169, -3.7221, 1.8035], [-3.5163, -4.2223, 0.5164], [-3.3226, -1.3940, 1.6805], [-4.4411, -1.9039, 0.3977], [-3.5052, -2.3541, -1.9297], [-1.0785, -1.7311, -3.0734], [-0.5806, -1.9677, 2.0238], [-1.2455, -0.3273, 1.9124], [1.1048, -0.5635, 0.3050], [3.2187, 0.6292, 2.6237], [2.5266, 2.0177, 1.8104], [4.1601, 1.0369, 0.3487], [3.9391, -2.8591, 0.0937], [3.4651, -2.3441, -2.1770], [1.9019, -2.0560, -1.3630], [2.4364, -0.0885, -2.6773], [4.0521, 0.0489, -1.9365], [1.5266, 2.2205, -0.0949], [2.7291, 2.4250, -1.3868], [0.2655, 0.7535, -1.9097], [1.1602, 1.7818, -3.0452], [-0.8674, 2.9329, -2.7058], [0.2775, 3.7885, -1.6652], [-0.0121, 3.7088, 0.7772], [-1.4087, 3.0989, 2.6977], [-3.3888, 1.6634, 2.3842], [-3.9336, 0.8047, 0.1306], [-2.4755, 1.3348, -1.7740]],
  "nbo_charge": [-0.6107, -0.2074, -0.3417, -0.1113, -0.0829, -0.5166, 0.3677, -0.2601, -0.6648, 0.6907, -0.6441, -0.5041, -0.1429, 0.6752, -0.6303, -0.6088, -0.2258, -0.2235, -0.4570, -0.2243, -0.4143, -0.4076, -0.0249, -0.1780, -0.2009, -0.2398, -0.2049, -0.2278, 0.2173, 0.2126, 0.2119, 0.2167, 0.2076, 0.2166, 0.2060, 0.2039, 0.2439, 0.4594, 0.2787, 0.2289, 0.2049, 0.4072, 0.1990, 0.2193, 0.2183, 0.1715, 0.2117, 0.1710, 0.2427, 0.1977, 0.2140, 0.2045, 0.2008, 0.2240, 0.2130, 0.2049, 0.2129],
  "charge": 0,
  "orbital_gap_ev": 9.41,
  "relative_energy_ev": 0.580,
  "homo_energy_ev": -8.69,
  "e_tot_ev": -33794.9703,
  "multiplicity": 1,
  "smiles": "CCn1ccnc1CNC(=O)C[C@H]1C(=O)NCCN1CCCc1ccccc1"
}